Molecular formula: C2H6CuO3
Method: DFT, ωB97M-V/def2-TZVPD

As for the multiplicity: 3. The value obtained for the lowest unoccupied orbital energy (alpha / beta) is 3.68 / 3.65 eV. Its net charge is -1. Its expectation value of S² is 2.0053.

The geometry in XYZ format:
```
12
C2H6CuO3 (ωB97M-V/def2-TZVPD)
O 0.211 3.060 0.394
C -0.218 2.021 -0.419
H -0.327 2.360 -1.476
H -1.225 1.660 -0.095
Cu 1.736 2.059 0.814
O 0.738 0.970 -0.361
H 1.199 -2.053 -0.681
C -0.438 -2.027 0.402
O 0.242 -1.730 -0.786
H -0.732 -3.092 0.458
H 0.168 -1.805 1.300
H -1.355 -1.422 0.451
```